Version 1
{"formula": "C3H3N2O2", "method": "ωB97M-V/def2-TZVPD", "elements": ["C", "C", "C", "N", "N", "O", "O", "H", "H", "H"], "positions_angstrom": [[1.61528, 1.64533, -0.34828], [2.59124, -0.90686, 0.10335], [0.25825, 0.33795, 1.03056], [1.77967, 2.54168, -1.05400], [1.50281, 0.56823, 0.30508], [2.28136, -1.59995, -0.81092], [3.30829, -0.88101, 1.02666], [-0.51648, 0.08239, 0.26831], [0.50700, -0.55521, 1.80259], [-0.28826, 1.13656, 1.65054]], "homo_ev": -4.0, "homo_lumo_gap_ev": 8.12, "total_charge": -1, "e_lumo_ev": 4.09}

Version 2
{"formula": "C3H3N2O2", "method": "ωB97M-V/def2-TZVPD", "elements": ["C", "C", "C", "N", "N", "O", "O", "H", "H", "H"], "positions_angstrom": [[0.75925, 1.04307, -0.15010], [-0.41560, -1.26625, 0.55522], [0.48799, 0.14390, -1.23633], [0.01421, 1.07426, 0.99141], [-0.75364, -0.06782, 1.12031], [1.25602, -0.17385, -2.19666], [-0.97145, -2.39960, 0.66347], [1.49431, 1.77663, -0.34518], [-0.55665, 0.00323, -1.27837], [-1.31444, -0.13357, 1.87622]], "homo_ev": [-2.4, -2.4], "homo_lumo_gap_ev": [6.79, 6.78], "total_charge": -1, "e_lumo_ev": [4.38, 4.37]}

Last place for stability: version 2

Version 1
{"formula": "C4H11N2S", "method": "ωB97M-V/def2-TZVPD", "elements": ["C", "C", "C", "C", "N", "N", "S", "H", "H", "H", "H", "H", "H", "H", "H", "H", "H", "H"], "positions_angstrom": [[1.87179, -0.17279, -0.03260], [0.96911, 1.01556, -0.24553], [0.93790, -0.74540, 1.05325], [-1.74445, -0.28995, -0.66441], [-0.92562, -0.90088, -1.51519], [-0.00445, 0.37262, 0.63999], [-2.70471, -1.04578, 0.55258], [2.04472, -0.80874, -0.86273], [2.82433, 0.12509, 0.28732], [1.29600, 2.07941, 0.15115], [0.58007, 1.23964, -1.22206], [0.56157, -1.67660, 0.89979], [1.28630, -0.57006, 2.11529], [-2.00158, 0.77403, -0.91107], [-0.71744, -0.55462, -2.39610], [-0.37558, -1.78842, -1.26738], [-0.53434, 1.02988, 1.21511], [-3.68262, -0.10285, 0.56958]], "homo_ev": -13.2, "homo_lumo_gap_ev": 9.07, "total_charge": 1, "e_lumo_ev": -4.12}

Version 2
{"formula": "C4H11N2S", "method": "ωB97M-V/def2-TZVPD", "elements": ["C", "C", "C", "C", "N", "N", "S", "H", "H", "H", "H", "H", "H", "H", "H", "H", "H", "H"], "positions_angstrom": [[-2.17717, 1.79186, 0.17313], [-1.32316, 0.76964, 0.18757], [-1.07404, -0.39652, -0.80497], [0.45823, -1.33594, 0.50961], [2.34770, 0.30705, -1.25717], [-0.67856, -1.58328, -0.18853], [0.03667, 0.52958, 1.51320], [-2.05050, 2.63996, 0.78557], [-2.76618, 1.91326, -0.70516], [-2.01821, -0.46268, -1.53055], [-0.21869, -0.13273, -1.47454], [0.79261, -2.02201, 1.25495], [1.24185, -0.89740, 0.02784], [3.12553, 0.88040, -1.31824], [1.98914, 0.18836, -2.24017], [-1.21869, -2.26269, 0.27823], [2.82641, -0.58455, -1.16394], [-1.02374, 0.50609, 2.47877]], "homo_ev": -14.0, "homo_lumo_gap_ev": 9.88, "total_charge": 1, "e_lumo_ev": -4.10}

Last place for stability: version 2

Version 1
{"formula": "C5H11Cl", "method": "ωB97M-V/def2-TZVPD", "elements": ["C", "C", "C", "C", "C", "Cl", "H", "H", "H", "H", "H", "H", "H", "H", "H", "H", "H"], "positions_angstrom": [[-0.02089, -1.67024, -0.63665], [-0.10887, 0.13810, 1.56683], [-1.26795, 0.82781, -0.51344], [1.22805, 0.72361, -0.59814], [0.00676, 0.12929, 0.09012], [2.69170, 0.03935, 0.05467], [-0.77322, -2.21058, -0.12504], [0.97170, -2.09908, -0.31043], [-0.16092, -1.53087, -1.68525], [0.79375, -0.42066, 2.01467], [-0.93243, -0.46443, 1.91712], [-0.10391, 1.24911, 1.97332], [-1.94761, 1.14731, 0.29075], [-1.19129, 1.79368, -1.00688], [-1.84225, 0.12418, -1.06497], [1.29551, 0.45705, -1.55208], [1.36187, 1.76639, -0.41460]], "homo_ev": -9.8, "homo_lumo_gap_ev": 10.65, "total_charge": 0, "e_lumo_ev": 0.84}

Version 2
{"formula": "C5H11Cl", "method": "ωB97M-V/def2-TZVPD", "elements": ["C", "C", "C", "C", "C", "Cl", "H", "H", "H", "H", "H", "H", "H", "H", "H", "H", "H"], "positions_angstrom": [[0.64628, -0.10293, -1.43232], [0.01841, -0.17197, -0.00316], [1.06566, -0.16633, 1.08240], [-1.08354, -1.17628, 0.13684], [-0.51780, 1.21593, 0.36148], [-1.73754, 1.95232, -0.87383], [1.18220, -1.02408, -1.65467], [-0.10639, -0.05871, -2.24983], [1.49506, 0.57118, -1.42749], [0.53095, 0.18286, 1.94951], [1.86612, 0.63643, 0.87217], [1.52267, -1.10783, 1.34402], [-0.91699, -2.18963, -0.28537], [-1.49796, -0.97665, 1.13661], [-1.91358, -0.74344, -0.52404], [-0.93066, 1.26285, 1.32342], [0.37710, 1.89626, 0.24426]], "homo_ev": -10.5, "homo_lumo_gap_ev": 11.32, "total_charge": 0, "smiles": "CC(C)(C)CCl", "e_lumo_ev": 0.80}

Last place for stability: version 1

Version 1
{"formula": "C3H7NO", "method": "ωB97M-V/def2-TZVPD", "elements": ["C", "C", "H", "H", "H", "H", "C", "N", "O", "H", "H", "H"], "positions_angstrom": [[1.52743, 1.50059, 0.01876], [1.52685, 0.41054, -0.76700], [1.19530, 1.46892, 1.05451], [1.89910, 2.47204, -0.43183], [2.01461, -0.48981, -0.32422], [1.65533, 0.49148, -1.82157], [-1.37100, -1.58232, 0.22680], [-1.90438, -0.42205, 0.67431], [-1.39921, -1.83443, -0.93410], [-1.08734, -2.23517, 0.97113], [-2.60321, -0.03864, 0.06930], [-1.45348, 0.25885, 1.26390]], "homo_ev": [-14.3, -13.7], "homo_lumo_gap_ev": [8.13, 3.85], "total_charge": 1, "s2": 0.756, "spin_multiplicity": 2, "e_lumo_ev": [-6.14, -9.82]}

Version 2
{"formula": "C3H7NO", "method": "ωB97M-V/def2-TZVPD", "elements": ["C", "N", "H", "H", "H", "C", "C", "O", "H", "H", "H", "H"], "positions_angstrom": [[1.30164, -0.62218, -1.95878], [0.47784, -1.18706, -2.73748], [1.98368, 0.21678, -2.19773], [1.67734, -1.21555, -1.08387], [0.67391, -2.19740, -2.67369], [-0.43923, 1.54451, 1.46658], [-1.03979, 0.44986, 2.02985], [-0.95197, -0.74489, 1.39138], [-0.19588, 2.45569, 2.02160], [-0.17494, 1.43892, 0.40996], [-1.85164, 0.43351, 2.76038], [-1.46096, -0.57216, 0.57180]], "homo_ev": [-13.0, -12.7], "homo_lumo_gap_ev": [6.90, 2.98], "total_charge": 1, "s2": 0.754, "spin_multiplicity": 2, "e_lumo_ev": [-6.07, -9.67]}

Version 3
{"formula": "C3H7NO", "method": "ωB97M-V/def2-TZVPD", "elements": ["O", "C", "C", "C", "N", "H", "H", "H", "H", "H", "H", "H"], "positions_angstrom": [[1.68423, -0.48985, -0.15625], [0.83190, -0.16931, -0.92100], [-0.59906, 0.15005, -0.35903], [-0.97838, -0.90479, 0.74028], [-0.47517, 1.39245, 0.34112], [0.98813, -0.06039, -2.00507], [-1.30769, 0.25203, -1.18059], [-0.86752, -0.52063, 1.74588], [-0.35773, -1.79332, 0.64531], [-2.01374, -1.18276, 0.55268], [0.44030, 1.53468, 0.79344], [-1.24209, 1.67082, 0.96287]], "homo_ev": [-15.4, -15.3], "homo_lumo_gap_ev": [11.13, 6.33], "total_charge": 1, "s2": 0.754, "spin_multiplicity": 2, "e_lumo_ev": [-4.28, -9.01]}

Last place for stability: version 2